{
  "formula": "C56H74N6O3P3PdS2",
  "method": "wB97M-V/def2-TZVPD",
  "e_homo_ev": [-3.5, -4.5],
  "lumo_ev": [2.00, 2.00],
  "gap_ev": [5.54, 6.49],
  "multiplicity": 3,
  "e_above_lowest_kcal_mol": 0.0,
  "charge": -1,
  "symbols": ["H", "H", "C", "C", "H", "C", "C", "C", "H", "H", "C", "C", "H", "C", "H", "H", "H", "H", "H", "H", "H", "H", "C", "C", "C", "H", "C", "C", "C", "C", "H", "H", "N", "C", "C", "C", "H", "C", "S", "C", "H", "C", "C", "H", "C", "C", "H", "C", "C", "H", "C", "H", "H", "C", "C", "N", "C", "H", "H", "H", "H", "O", "C", "H", "H", "H", "H", "H", "H", "H", "H", "H", "H", "N", "C", "H", "H", "H", "C", "C", "H", "C", "H", "C", "C", "H", "H", "C", "C", "O", "H", "N", "P", "H", "Pd", "C", "H", "C", "H", "C", "H", "H", "H", "H", "H", "C", "C", "H", "C", "H", "H", "C", "C", "H", "H", "H", "N", "N", "H", "P", "S", "C", "H", "P", "O", "H", "H", "C", "C", "H", "C", "H", "H", "H", "H", "C", "H", "C", "H", "C", "C", "H", "C", "H", "H"],
  "positions_angstrom": [[-3.509, -4.616, -0.400], [-5.391, -0.023, -0.167], [-0.193, 5.880, 3.399], [-1.026, -4.154, -4.072], [3.943, -2.216, 4.532], [-0.516, 2.086, -4.525], [1.738, 7.027, 4.269], [-1.450, -4.620, 1.395], [2.323, 7.374, 5.114], [-2.470, -6.004, -0.781], [-2.490, -0.910, -3.437], [4.400, -3.068, -2.105], [6.079, 0.211, 0.611], [-3.396, 0.499, 1.728], [0.777, -0.520, 4.556], [5.462, -0.396, 2.147], [1.862, 2.563, -2.957], [1.033, 2.166, -1.446], [3.247, -2.026, -4.368], [-2.318, -4.151, 1.867], [1.603, -2.640, -4.125], [3.212, 2.052, -0.408], [-3.118, 4.345, 1.500], [0.471, -5.895, -0.518], [-4.518, -0.682, -0.204], [-4.166, 4.367, -1.309], [0.550, 6.335, 4.480], [2.806, -4.600, 2.399], [2.910, -2.899, -2.403], [2.658, -2.830, -3.914], [-2.406, 7.607, 0.972], [-4.268, 1.143, 1.875], [4.110, 0.772, 1.019], [-1.861, 1.263, -1.487], [1.011, 2.026, -2.526], [-1.824, -4.606, -5.157], [3.529, -5.530, -1.898], [-4.448, 4.463, 1.895], [-0.355, 6.453, -0.961], [2.528, -5.268, -1.575], [5.221, 2.083, 3.515], [1.734, -6.237, -0.974], [2.167, 7.278, 2.972], [-5.122, 0.180, -5.236], [-3.490, -0.069, -3.848], [-2.356, -2.163, -4.084], [-2.507, 1.055, 2.039], [-3.156, -2.591, -5.134], [-2.983, 6.732, 1.249], [-0.131, -6.642, -0.008], [-4.182, -1.696, -5.546], [2.366, -4.524, 1.404], [-1.384, 2.566, -4.985], [-1.294, -2.924, -3.524], [2.057, -3.977, -1.767], [-1.099, 0.067, -1.543], [3.738, 1.101, -0.373], [-0.518, -0.378, 2.425], [2.473, 3.522, 4.180], [-0.179, -1.980, 4.892], [-1.110, 5.324, 3.563], [2.191, -2.090, 0.807], [0.234, 6.127, 2.095], [-4.846, -1.973, -6.359], [-1.545, -5.702, 1.530], [1.585, -2.049, 4.955], [0.207, 6.146, 5.492], [-4.715, -1.548, 0.436], [-0.681, 1.006, -4.532], [4.833, -3.895, -2.677], [-3.445, -4.259, -6.503], [-1.605, -5.579, -5.584], [-0.332, -1.678, 1.234], [3.136, 1.693, 3.383], [0.737, -1.608, 4.432], [2.939, -3.775, -4.389], [1.804, 3.147, 2.587], [3.237, -3.788, 4.969], [1.414, 6.835, 1.889], [-1.390, -4.250, -0.093], [4.938, -1.156, 0.636], [-4.307, 6.851, 1.650], [3.089, 7.823, 2.804], [-0.726, -2.114, -2.439], [4.417, 1.574, 4.063], [3.485, 3.701, 2.735], [2.111, -7.245, -0.837], [2.702, 3.093, 3.204], [-2.379, 5.477, 1.182], [1.498, 0.805, 1.534], [-4.402, -1.032, -1.233], [3.113, -3.266, 2.918], [2.225, -2.031, 2.284], [4.562, -3.264, -1.041], [0.680, -0.578, -0.378], [5.201, -0.203, 1.108], [-1.511, -3.170, -0.172], [0.744, -3.656, -1.373], [4.334, 2.031, 5.050], [-3.802, 2.378, -0.586], [-1.331, -1.944, 2.683], [-2.559, -4.631, -1.893], [4.942, -2.160, -2.378], [-0.155, 3.677, -3.149], [-3.511, -0.374, 2.378], [3.795, -3.241, 4.200], [-0.430, -1.458, 2.299], [-0.551, -4.286, 1.922], [-1.533, 2.411, -2.228], [3.109, 0.342, -0.833], [2.583, -1.954, -1.973], [-4.333, -0.489, -4.914], [-2.392, 3.504, -2.149], [4.778, -3.711, 4.099], [4.686, 0.525, 4.196], [4.656, 1.185, -0.957], [0.741, -1.984, 3.016], [0.266, -2.358, -1.594], [2.109, -5.141, 3.052], [-0.620, 5.347, 0.656], [-0.053, 3.446, 0.705], [-5.042, 5.715, 1.974], [-2.129, 4.407, -2.689], [2.851, 0.678, 2.111], [3.065, -0.760, 2.862], [3.729, -5.180, 2.321], [-3.644, 0.901, -3.391], [-2.973, 1.265, -0.629], [-0.039, -4.610, -0.692], [-5.021, 3.575, 2.141], [-1.418, -0.861, -2.408], [1.126, 0.970, -2.763], [-6.075, 5.809, 2.288], [-2.636, 3.377, 1.426], [-0.231, -4.783, -3.687], [-2.858, -3.871, -5.678], [-2.420, -0.612, 0.192], [-3.527, 3.493, -1.357], [-4.662, 2.386, 0.076], [-2.553, -4.913, -0.841], [-0.291, 2.595, -3.097], [0.362, 2.301, -5.144], [-3.267, 0.068, 0.262], [1.724, 7.034, 0.870], [-4.771, 7.830, 1.700]]
}



{
  "formula": "C27H32AuN3O5",
  "method": "wB97M-V/def2-TZVPD",
  "e_homo_ev": [-12.7, -12.7],
  "lumo_ev": [-6.71, -10.58],
  "gap_ev": [5.97, 2.10],
  "multiplicity": 3,
  "e_above_lowest_kcal_mol": 0.0,
  "charge": 2,
  "symbols": ["C", "C", "H", "C", "C", "C", "H", "H", "H", "H", "H", "H", "H", "O", "C", "H", "H", "C", "C", "H", "O", "C", "H", "H", "H", "H", "C", "O", "C", "C", "H", "C", "H", "H", "N", "H", "C", "H", "C", "H", "C", "O", "C", "C", "C", "H", "O", "C", "H", "C", "C", "C", "H", "N", "N", "C", "H", "H", "C", "H", "C", "H", "H", "H", "Au", "H", "H", "C"],
  "positions_angstrom": [[0.688, 3.159, -5.513], [0.149, -2.964, -3.682], [-2.941, 2.393, -3.794], [-0.124, 1.322, 3.376], [-1.542, -1.972, 7.984], [-2.878, 1.462, 7.046], [3.941, 1.432, -4.358], [-2.477, -5.302, -1.984], [0.088, 2.988, -6.422], [-0.507, -2.209, 8.232], [3.764, -1.761, -3.530], [3.097, 2.711, -6.153], [2.191, 1.392, 0.807], [1.406, 1.979, -5.137], [-1.999, 2.022, -3.420], [-2.054, -1.830, 8.923], [-3.025, 2.304, 5.027], [1.429, 3.162, 3.557], [-2.597, 1.508, 5.707], [2.356, 1.377, -6.969], [2.817, -0.288, -4.745], [2.553, 1.772, -5.944], [-0.641, -3.911, -5.585], [0.284, 3.576, -3.375], [0.783, -0.712, 4.875], [-1.746, 2.536, -2.441], [0.542, 0.990, 2.135], [-0.926, 2.101, -4.324], [-1.137, -0.456, 5.852], [-1.740, -4.650, -2.506], [-1.890, -2.902, 7.511], [1.758, 1.655, 1.779], [0.269, -1.942, 6.050], [-0.117, 2.803, 5.042], [-2.937, -6.182, -5.353], [4.358, 0.529, -5.940], [-1.159, -3.594, -1.777], [0.955, -2.302, -3.948], [-1.363, -4.834, -3.819], [-3.298, 2.331, 7.501], [3.681, -1.491, -4.611], [-0.633, -1.093, 1.584], [-0.075, -1.271, 5.253], [-2.179, -5.586, -4.709], [3.522, 0.855, -5.199], [2.952, 3.404, 2.104], [0.692, 0.009, 0.047], [2.122, 2.804, 2.406], [-1.002, 4.223, -4.565], [0.148, -0.173, 1.222], [0.381, 2.411, 4.090], [-2.637, 0.272, 7.690], [-1.503, -0.098, 3.177], [-1.303, 0.654, 3.766], [-0.206, -2.859, -2.353], [-0.292, 3.364, -4.360], [3.082, -2.277, -5.088], [-2.156, 0.929, -3.169], [-1.744, -0.693, 7.140], [1.786, 4.013, 4.126], [-0.562, -3.874, -4.464], [-1.417, -3.319, -0.775], [4.680, -1.384, -5.114], [-3.226, 0.016, 8.654], [0.381, -1.333, -1.354], [-0.445, -1.823, 4.397], [1.338, 4.102, -5.702], [-1.717, 0.524, 5.122]]
}



{
  "formula": "CH4N2O3S",
  "method": "wB97M-V/def2-TZVPD",
  "e_homo_ev": -10.2,
  "lumo_ev": -0.21,
  "gap_ev": 9.99,
  "e_above_lowest_kcal_mol": 21.7,
  "symbols": ["S", "H", "O", "O", "O", "H", "N", "H", "H", "N", "C"],
  "positions_angstrom": [[3.147, -0.071, 0.006], [-1.415, -0.622, -0.963], [3.904, 0.755, 0.996], [3.173, 0.358, -1.394], [3.085, -1.536, 0.232], [0.712, -1.158, -0.582], [-0.968, -0.045, -0.220], [0.869, 1.420, 0.663], [-1.166, 0.958, -0.145], [1.283, 0.425, 0.429], [0.377, -0.320, -0.076]]
}



{
  "formula": "C4H12NO2",
  "method": "wB97M-V/def2-TZVPD",
  "e_homo_ev": -3.6,
  "lumo_ev": 2.26,
  "gap_ev": 5.87,
  "e_above_lowest_kcal_mol": 154.6,
  "charge": -1,
  "symbols": ["N", "H", "C", "C", "H", "C", "O", "H", "H", "H", "H", "H", "C", "H", "H", "H", "H", "O", "H"],
  "positions_angstrom": [[-1.533, 1.241, -1.198], [1.787, 0.215, 1.280], [1.668, 0.135, 0.167], [-2.544, 0.593, -0.447], [2.430, -2.817, 2.481], [0.408, 0.892, -0.275], [2.379, -1.895, 2.219], [-0.987, 0.137, 1.213], [1.743, -1.738, 0.799], [-2.332, -0.475, -0.270], [-0.381, 0.633, 0.619], [-3.466, 0.559, -1.024], [-0.412, 0.410, -1.476], [2.501, 0.520, -0.434], [-0.001, 0.546, -2.489], [-0.504, -0.676, -1.352], [-2.767, 0.982, 0.562], [1.485, -1.234, -0.065], [0.528, 1.973, -0.310]]
}



{
  "formula": "C24H22N6O2PdS2",
  "method": "wB97M-V/def2-TZVPD",
  "e_homo_ev": -8.0,
  "lumo_ev": -0.83,
  "gap_ev": 7.19,
  "e_above_lowest_kcal_mol": 80.8,
  "symbols": ["C", "N", "C", "H", "C", "O", "N", "C", "H", "C", "C", "S", "C", "H", "H", "C", "C", "H", "C", "H", "H", "H", "H", "C", "H", "N", "H", "N", "C", "O", "C", "H", "H", "H", "H", "H", "H", "Pd", "C", "C", "N", "C", "C", "H", "S", "C", "N", "H", "C", "H", "C", "C", "C", "C", "C", "H", "H"],
  "positions_angstrom": [[-1.991, -2.661, -1.543], [-1.320, 1.941, -0.490], [-2.638, 1.667, -0.057], [-5.436, 1.916, 1.453], [-5.177, -0.867, -0.111], [0.512, 3.523, -0.919], [-1.974, -0.721, 0.797], [-3.310, 2.060, 1.033], [3.738, 1.582, 3.003], [1.954, 0.658, 2.670], [-4.103, -1.650, -0.183], [1.636, 1.666, 1.282], [-4.318, 5.717, -4.937], [-5.474, 1.196, -0.746], [-3.353, 0.650, -1.847], [-2.910, -3.588, -0.862], [-2.268, -0.774, 2.047], [-4.157, 5.179, -5.870], [-3.374, 0.562, -0.761], [-5.378, 5.657, -4.686], [-0.843, 3.056, -3.297], [-4.744, -3.733, 0.200], [-0.216, -1.441, 4.799], [-3.596, -0.662, 2.674], [-1.729, -0.550, 5.001], [-1.946, -1.400, -1.391], [-4.472, 6.249, -2.283], [-0.002, -0.333, 2.477], [-4.519, 0.259, 2.368], [-1.215, 4.198, 0.723], [-2.439, 4.256, -4.103], [-2.944, 2.782, 1.750], [-1.772, -2.222, 4.433], [-4.084, 6.769, -5.112], [-6.194, -1.219, 0.016], [-2.743, -4.652, -0.967], [-3.038, 5.359, -0.458], [-0.337, 0.647, 0.810], [-3.466, 5.158, -3.830], [-1.641, 3.756, -3.088], [3.148, 0.818, 3.276], [-4.584, 1.269, 1.238], [-4.788, 0.581, -0.165], [-5.391, 0.259, 3.016], [-0.858, 3.494, -0.486], [-1.209, -1.288, 4.386], [1.133, -0.222, 3.208], [-1.297, -3.090, -2.265], [-3.978, -3.096, -0.226], [3.305, 0.368, 4.160], [-1.869, 4.161, -1.780], [-2.885, 5.056, -1.484], [-3.678, 5.548, -2.511], [-1.093, -0.804, 2.980], [-2.841, -0.838, -0.375], [-3.765, -1.270, 3.554], [-2.262, 3.945, -5.125]]
}



{
  "formula": "C18H36CuF3NO9S2",
  "method": "wB97M-V/def2-TZVPD",
  "e_homo_ev": [-8.3, -8.2],
  "lumo_ev": [0.27, -0.65],
  "gap_ev": [8.53, 7.56],
  "multiplicity": 2,
  "e_above_lowest_kcal_mol": 25.2,
  "symbols": ["H", "C", "C", "H", "O", "H", "H", "N", "H", "C", "F", "H", "H", "C", "O", "O", "H", "H", "C", "C", "O", "C", "O", "H", "O", "C", "C", "C", "H", "H", "F", "H", "H", "C", "H", "H", "H", "H", "H", "O", "H", "H", "C", "H", "O", "H", "H", "C", "Cu", "O", "H", "S", "C", "H", "H", "F", "H", "H", "H", "H", "H", "C", "C", "H", "S", "C", "H", "H", "H", "C"],
  "positions_angstrom": [[17.038, -11.299, 15.545], [13.859, -7.599, 19.046], [14.505, -6.213, 19.209], [18.997, -8.812, 18.082], [14.214, -10.648, 13.318], [15.561, -12.045, 11.453], [16.237, -7.994, 17.612], [14.033, -6.629, 14.538], [14.467, -8.263, 19.672], [17.676, -10.608, 17.457], [14.434, -10.660, 18.365], [17.588, -4.731, 16.845], [8.886, -4.469, 12.958], [13.794, -5.281, 12.571], [18.263, -8.247, 14.801], [14.619, -8.915, 12.075], [10.984, -7.097, 15.722], [16.543, -10.634, 11.414], [9.910, -6.459, 12.402], [14.694, -10.164, 12.258], [15.783, -8.849, 15.076], [9.159, -5.464, 13.304], [12.808, -9.117, 16.071], [14.396, -5.582, 18.328], [11.717, -8.269, 13.365], [13.131, -10.373, 18.117], [15.511, -10.974, 11.282], [15.470, -4.642, 14.394], [14.568, -6.758, 15.406], [15.263, -10.694, 10.261], [12.482, -10.478, 19.320], [15.907, -3.939, 13.674], [12.939, -4.712, 12.946], [10.148, -6.853, 15.071], [18.333, -11.387, 17.840], [11.862, -8.742, 17.762], [15.578, -6.255, 19.408], [13.378, -5.943, 14.926], [10.770, -6.036, 11.887], [16.498, -5.169, 15.209], [17.754, -9.128, 19.090], [9.175, -7.177, 15.434], [17.707, -10.529, 15.927], [10.962, -4.925, 14.419], [9.257, -8.806, 13.579], [16.684, -10.921, 17.787], [9.273, -6.873, 11.620], [12.878, -8.994, 17.416], [13.733, -8.729, 14.120], [13.875, -8.052, 17.703], [12.861, -7.531, 19.484], [17.158, -8.881, 15.498], [9.994, -5.407, 14.570], [14.695, -4.070, 14.922], [15.599, -6.428, 13.216], [12.667, -11.449, 17.389], [9.504, -4.880, 15.392], [17.785, -7.258, 16.991], [13.594, -6.033, 11.813], [14.225, -4.434, 12.013], [14.067, -5.754, 20.096], [14.815, -5.773, 13.602], [17.976, -9.208, 18.021], [18.711, -10.662, 15.535], [10.335, -7.837, 13.527], [16.765, -4.287, 16.286], [17.091, -3.310, 15.915], [8.202, -5.919, 13.579], [15.915, -4.147, 16.956], [17.225, -8.167, 17.194]]
}



{
  "formula": "C5H10O2",
  "method": "wB97M-V/def2-TZVPD",
  "e_homo_ev": -9.6,
  "lumo_ev": 0.96,
  "gap_ev": 10.60,
  "e_above_lowest_kcal_mol": 72.0,
  "smiles": "CO[C@H]1C[C@H]1CO",
  "symbols": ["H", "H", "C", "O", "H", "H", "H", "C", "C", "H", "O", "C", "C", "H", "H", "H", "H"],
  "positions_angstrom": [[1.545, 0.198, -1.736], [1.055, -1.341, 0.846], [-1.565, 0.367, -0.679], [-0.973, 1.559, -0.230], [-2.645, 0.496, -0.531], [2.762, 1.252, -0.992], [-1.345, 0.356, 1.950], [0.391, -0.513, 0.669], [2.112, 0.381, -0.812], [-0.873, -1.372, 2.271], [1.256, 0.614, 0.319], [-0.837, -0.530, 1.575], [-0.996, -0.806, 0.105], [-1.411, 0.191, -1.756], [-1.253, -1.822, -0.218], [2.767, -0.472, -0.613], [0.007, 1.442, -0.169]]
}



{
  "formula": "C16H23NO4",
  "method": "wB97M-V/def2-TZVPD",
  "e_homo_ev": -8.4,
  "lumo_ev": 0.60,
  "gap_ev": 9.00,
  "e_above_lowest_kcal_mol": 6.5,
  "smiles": "CCCCCCOc1ccc([C@@H](CC(N)=O)C(=O)O)cc1",
  "symbols": ["H", "H", "C", "H", "O", "C", "H", "H", "H", "O", "C", "H", "H", "H", "H", "H", "H", "H", "C", "C", "H", "C", "H", "H", "H", "H", "H", "C", "H", "C", "O", "H", "C", "C", "H", "N", "C", "O", "C", "H", "C", "C", "C", "C"],
  "positions_angstrom": [[-5.169, -2.112, 1.270], [-5.911, -0.871, 2.280], [3.143, -2.148, -0.455], [3.448, -0.336, -1.485], [-2.125, 1.157, 0.554], [4.128, -0.042, 0.559], [3.150, -3.634, 0.735], [-2.399, 2.606, -0.904], [-6.820, -2.319, 1.845], [3.048, -2.832, -1.439], [-0.196, 0.020, 1.191], [-5.549, 0.937, 0.577], [-3.747, 2.250, 0.191], [-0.708, 1.588, -1.769], [4.978, 1.534, -1.282], [4.497, 3.062, -0.632], [-6.228, 0.783, -1.045], [-4.137, 1.396, -2.136], [4.024, 1.476, 0.559], [-0.228, 1.020, -0.987], [-4.567, -1.051, -1.516], [-3.533, 0.826, -1.427], [-0.702, -0.179, 2.122], [-3.800, -0.710, 0.038], [1.546, 0.783, -2.137], [-6.766, -1.615, -0.558], [3.872, -0.399, 1.556], [1.737, -0.160, -0.227], [5.150, -0.346, 0.324], [-0.874, 0.753, 0.215], [3.214, -2.666, 0.775], [-2.715, 0.356, -1.976], [1.063, 0.564, -1.196], [1.087, -0.429, 0.973], [-7.611, -0.461, 0.473], [4.549, 2.061, -0.544], [-2.946, 1.799, -0.400], [3.518, 2.114, 1.450], [-6.630, -0.885, 0.244], [1.588, -0.996, 1.743], [-4.378, -0.270, -0.775], [3.155, -0.633, -0.473], [-5.717, 0.240, -0.245], [-6.097, -1.590, 1.485]]
}